Entry 1:
10
Properties=species:S:1:pos:R:3 method="wB97M-V/def2-TZVPD" homo_lumo_gap_ev=10.9 e_above_lowest_kj_mol=119.0 lumo_ha=0.0254 smiles="[H]/N=C(/O)NC=O"
O -1.07111 -1.16916 -0.42945
O 1.76873 0.10039 2.21109
N 0.49317 0.36246 0.34697
N -0.88255 0.61519 -1.63568
C 0.92616 -0.34256 1.46700
C -0.45844 0.00965 -0.59864
H 0.43892 -1.31771 1.60365
H -0.53414 1.50291 -1.94036
H -1.61873 -1.02278 -1.24756
H 0.93800 1.26162 0.22298

=====

Entry 2:
108
Properties=species:S:1:pos:R:3 method="wB97M-V/def2-TZVPD" homo_lumo_gap_ev=7.0 e_above_lowest_kj_mol=347.3 lumo_ha=-0.0185
S 3.25315 -1.47036 4.93575
S 0.38547 5.06518 -0.76915
S -3.89670 0.60864 2.02714
S 0.81204 -3.67077 0.13321
S -0.58489 1.54922 5.97520
S -3.43256 -3.93360 -0.20531
Mg -1.44404 -1.31487 0.86465
O -1.11523 -0.53490 -0.96160
O -0.95130 -1.48526 -6.12987
O -3.17485 -0.45527 1.26132
O 5.37644 2.62222 -1.60050
O 0.45199 2.29716 6.81723
O 2.85703 -2.92603 4.76185
O -0.35072 -0.03554 1.83704
O -1.46710 1.98254 -5.31598
O -1.57278 1.84461 -7.64002
O 6.90315 3.73304 -0.24424
O 0.37773 2.16924 -6.44214
O -2.48905 -2.77733 -0.07085
O -0.16582 -2.78465 0.97096
O 4.79673 3.18226 0.44378
O -1.43321 -3.07143 -4.61942
O 0.33293 -1.86961 -4.23711
O 1.25217 3.93202 -1.37177
C -2.18290 2.39582 6.03070
C -0.95236 1.98161 -6.56013
C -0.46292 1.82369 -4.34295
C 4.07808 0.57353 -1.89213
C -3.39282 2.09195 1.13640
C 2.86976 -0.73505 3.27516
C 1.32306 -5.13540 1.14640
C -0.09229 2.20689 4.30328
C -1.01902 -3.44816 -3.31971
C -4.87628 -3.54140 0.87632
C -2.54894 -5.33970 0.75869
C 5.76041 3.23035 -0.42249
C 0.20068 -2.64793 -3.10515
C 0.77924 1.62677 -5.20007
C 0.11321 4.60888 0.95860
C -5.71302 0.43089 1.69110
C 2.02056 2.37096 -4.70823
C 2.42191 -2.74755 0.13688
C -1.33439 4.82411 -1.31383
C -0.67664 -2.09729 -5.11433
C 0.46252 0.54888 0.84194
C -0.25983 0.56488 -0.56891
C 1.94400 -0.77170 5.98222
C 3.73025 2.35527 -0.02462
C -0.91568 -4.98623 -3.16765
C 4.09375 2.05126 -1.47188
H -0.77946 1.52169 -0.61992
H -5.49499 -4.42512 1.03229
H 2.59926 -2.49193 1.18154
H -0.55540 5.37476 1.35165
H 0.76769 1.70297 3.86216
H 4.53912 -0.04563 -1.12260
H -3.19348 -6.18317 0.51128
H -0.45088 3.68161 1.05893
H -2.32067 2.22117 1.28432
H -1.91276 4.24619 -0.59299
H -5.90239 0.20188 0.64238
H 4.72250 0.47254 -2.76543
H 2.03065 0.31127 5.89391
H -3.93594 3.00342 1.38609
H -0.89939 2.03410 3.59135
H -0.38266 -5.30754 -4.06249
H 3.05064 0.26830 -2.09034
H 0.66709 1.60638 1.00911
H 2.36682 -1.79687 -0.39346
H -5.40503 -2.64914 0.54110
H -1.58246 -5.52931 0.29170
H -0.27788 -5.21624 -2.31417
H 0.98764 4.57198 1.60829
H -3.63818 1.99058 0.07922
H 0.31903 -5.49555 1.37071
H -1.89972 5.75533 -1.35031
H 1.76120 -5.94293 0.55985
H 2.05397 -1.01470 7.03909
H 3.25281 -3.25618 -0.35201
H 0.18564 3.25973 4.35219
H -1.51293 4.40897 -2.30574
H -0.36880 2.72392 -3.73565
H -1.71225 -3.00651 -2.60383
H -1.95200 -5.31633 -3.09570
H -4.53299 -3.32722 1.88843
H 3.67153 1.43175 0.55136
H 2.61723 2.59468 -5.59255
H -6.08737 1.38718 2.05641
H -0.64776 0.97543 -3.68388
H 0.56330 0.71366 -1.26778
H 2.79701 0.35178 3.23507
H -2.90171 1.95297 5.34127
H 0.95601 -1.15484 5.72694
H 2.02915 -1.29460 2.86481
H 2.76003 2.85071 0.01180
H -2.67026 2.06986 6.94957
H -2.24020 3.45207 5.76771
H 3.64439 -1.04651 2.57441
H 3.47988 2.64865 -2.14596
H 2.64678 1.78042 -4.03948
H 1.77380 3.31453 -4.22154
H -2.63846 -5.16487 1.83085
H 1.05102 -3.32859 -3.14659
H 0.22800 -2.04257 -2.19912
H 1.42817 0.04327 0.84061
H 1.01109 0.56760 -5.31191
H 1.86666 -4.93663 2.07002
H -6.02302 -0.41021 2.31120

=====

Entry 3:
25
Properties=species:S:1:pos:R:3 method="wB97M-V/def2-TZVPD" homo_lumo_gap_ev=8.6 e_above_lowest_kj_mol=311.7 lumo_ha=0.0282
O 0.92884 1.59245 -0.86607
N 1.85817 -0.28532 0.19977
N 0.04111 -0.49191 -1.31942
C -2.65207 -0.20289 -0.62840
C -1.11482 1.21273 0.75389
C -1.13871 -1.27205 1.11166
C -1.46137 -0.06520 0.27799
C 1.29274 0.31075 -1.02398
C 3.00054 0.46710 0.70972
H -2.78900 0.68101 -1.25019
H 2.00892 0.20332 -1.87274
H 3.83872 0.53156 -0.00156
H -3.54643 -0.32612 -0.01114
H -1.91910 -1.38807 1.86917
H 2.14616 -1.24003 0.00386
H -0.17773 -1.14663 1.60585
H -0.36566 -0.11877 -2.17097
H -2.56983 -1.08042 -1.27169
H 2.67703 1.48023 0.93983
H -0.69075 1.25720 1.75153
H -1.80755 2.01731 0.52453
H -0.00785 1.53210 -0.04446
H 0.21117 -1.48775 -1.42761
H 3.34984 0.00056 1.63196
H -1.11239 -2.18117 0.50850